(1)
The following is a quantum chemistry calculation of a molecular structure, C29H40F5N8SSi2W, from the OMol25 dataset.

Energy above the lowest of the compared OMol25 structures with the same formula, charge and spin: 0.0 kJ/mol
Gap between HOMO and LUMO: 0.21882 Eh
Multiplicity: 1
Charge: +3
Electronic energy: -84623.563 eV

Last column: Mulliken charge in e.
CARTESIAN COORDINATES (ANGSTROEM)
H: 4.3242 2.2605 -1.3188  0.630
C: 2.7480 0.9642 -0.7569  -0.388
H: 1.7839 -0.1995 5.2420  0.446
H: 0.1442 1.8583 -5.6417  0.345
C: 2.3592 -1.8556 2.3002  -0.748
F: -1.2939 -1.7016 2.6758  -0.295
H: -2.8401 0.2417 3.2467  0.187
H: 2.7761 -2.3774 3.1674  0.568
H: -5.3882 1.3642 -0.2097  0.457
H: 5.6646 0.3551 -2.3039  0.507
C: -0.7830 4.3781 1.1369  -0.998
H: 0.2273 -0.4411 4.4402  0.269
C: -0.9295 1.9971 0.8834  0.073
H: -2.4086 0.6644 -1.7690  -0.902
N: 0.8072 0.5494 1.5800  1.056
F: -1.3088 -3.5201 4.6869  -0.272
H: -4.4583 2.7474 0.3209  0.443
C: -0.9957 -3.8945 3.4638  0.043
C: 4.6958 0.1791 -1.8549  -0.797
C: -0.6445 -5.2193 3.1999  0.641
C: -1.1973 -0.2107 -4.7323  -0.718
N: -0.4739 2.3006 -3.6880  0.154
H: 0.4486 -1.3324 -2.9994  0.170
H: 4.3664 0.2240 3.3082  0.476
H: -4.9044 -1.2660 0.5693  0.498
N: -0.3100 0.4550 -2.0598  0.235
C: 2.9160 -1.3171 -1.2161  0.367
H: 2.1689 1.7591 -0.3046  0.249
F: 0.0557 -5.0414 -0.3383  -0.322
H: 1.5999 0.0391 -2.9607  0.297
C: -3.8287 -1.1783 0.3843  -0.965
C: -4.3742 1.7734 -0.1611  -1.272
H: 3.6884 1.8204 3.1374  0.510
Si: -3.3804 0.5590 0.8384  0.426
F: 0.0484 -6.8652 1.6781  -0.232
C: 3.9512 1.2466 -1.3128  -0.991
N: 2.4515 -2.5781 -1.2010  0.028
H: -3.3480 -1.9366 1.0016  0.199
C: -1.4802 3.2850 0.7053  -0.520
W: 0.0518 -0.1931 0.0131  1.062
C: -1.7695 0.1266 -2.4640  0.167
H: 0.9180 1.1809 4.5841  0.376
H: 3.0163 -3.3196 -1.5817  0.295
H: -1.9046 -0.9511 -2.3498  0.404
C: 3.6699 0.8211 2.7068  -1.331
C: 0.5719 -0.2565 -3.1420  -0.771
C: -1.8704 1.9526 -3.9640  -0.628
H: -4.0542 1.9188 -1.1939  0.331
N: -1.5188 0.7949 0.4890  0.949
C: 4.1869 -1.0824 -1.7931  -1.070
C: -0.2909 -5.6200 1.9138  0.294
H: -2.4438 3.4005 0.2316  0.444
S: -0.7675 -2.2704 -0.2300  -0.539
H: -4.4876 0.8109 2.9847  0.492
H: 1.0252 5.1251 2.0547  0.520
H: 1.4763 -2.4240 2.0066  0.010
F: -0.6327 -6.0865 4.1746  -0.226
C: -0.6472 -3.3626 1.1406  0.907
H: -1.3450 -1.2856 -4.6196  0.326
H: 4.0788 0.8546 1.6962  0.383
C: -0.9921 -2.9806 2.4339  -0.612
C: 0.3591 1.8619 1.4780  0.473
C: 0.4956 4.2423 1.7218  -0.929
H: 4.7386 -1.9276 -2.1824  0.539
H: 0.8936 2.2273 -2.1348  0.107
H: -3.6835 -1.4159 -0.6709  0.347
H: 1.4356 1.8302 -4.4302  0.346
C: -3.4517 0.9197 2.6511  -1.026
N: 0.1996 0.1301 -4.4560  0.225
C: -0.1452 1.9698 -2.3428  -0.546
H: 3.1032 -1.9183 1.5053  0.241
H: -0.8097 2.4951 -1.6592  0.372
C: -0.2949 -4.6875 0.8929  0.001
C: 0.3924 1.5743 -4.6214  -0.691
N: 2.1850 -0.2912 -0.7083  1.191
H: -1.4443 0.0702 -5.7538  0.363
H: -3.1538 1.9469 2.8703  0.355
C: 1.1566 0.1292 4.4096  -1.046
H: 1.5980 -2.8406 -0.7457  -0.282
Si: 2.0676 -0.0957 2.8184  0.345
H: 2.0604 2.9185 2.3034  0.333
H: -2.1207 2.2384 -4.9835  0.381
H: -2.5256 2.4944 -3.2796  0.215
H: -1.2124 5.3642 1.0193  0.529
N: -2.0690 0.5100 -3.7999  0.209
C: 1.0770 3.0140 1.8690  -0.689

(2)
The following is a quantum chemistry calculation of 3 unconnected molecules or ions with the total composition C45H47ClN5O4, from the OMol25 dataset.

Gap between HOMO and LUMO: 0.31646 Eh
Multiplicity: 1
Charge: +1
Electronic energy: -75584.861 eV

Last column: Mulliken charge in e.
CARTESIAN COORDINATES (ANGSTROEM)
H: 2.8753 4.9384 -0.4645  0.308
H: 2.1473 -5.1478 2.3003  0.521
H: 4.5517 2.0488 8.1066  0.406
C: 2.3876 -4.5313 3.1568  -0.678
C: -1.5714 6.6565 -2.5379  -0.839
N: -0.7768 5.5565 -1.9953  0.045
N: -0.5811 3.3786 -1.1448  0.523
C: -3.5364 0.3880 -2.1116  -1.028
C: -2.3383 -4.7638 -2.6934  0.115
N: -1.4513 2.3186 -1.0394  0.305
H: 1.7187 -7.5189 -2.4319  0.516
C: -4.4278 -6.2740 -3.7241  -0.485
C: -2.5996 2.6987 -1.5930  -0.115
H: -0.4243 5.7061 2.3808  0.449
C: -3.5946 -4.1928 -2.8556  -0.081
C: 3.9618 0.1056 7.4341  -0.618
C: 2.4343 -4.3522 -1.4463  -0.500
H: -0.7833 1.3421 0.6583  0.379
C: 3.3071 -2.1223 6.5592  0.524
H: 2.7821 5.3696 -2.1656  0.323
C: -1.2757 4.3481 -1.7509  0.207
H: 2.5676 -1.4981 -0.6780  -0.008
C: -1.6587 7.7875 -1.5223  -0.771
C: -4.7784 2.5124 -2.7310  -1.821
H: 0.5380 0.9790 -1.8206  0.298
H: -3.7422 -3.1582 -2.5794  0.362
O: 3.2964 -2.5994 7.6712  -0.649
H: -3.2509 6.6557 -0.5649  0.268
H: -5.5938 1.8214 -2.9353  0.491
C: 0.7705 3.4453 -0.6177  -1.202
O: -0.6378 -7.9280 -3.1069  -0.653
C: -0.9888 6.1877 1.6194  -0.148
C: 2.4426 -5.0951 4.4270  -0.549
C: 2.9170 4.5392 -1.4757  -0.498
H: 3.9609 -0.3384 8.4197  0.494
H: 3.1748 -0.0371 -0.5214  0.338
C: -4.6361 -4.9461 -3.3691  -0.709
Cl: 4.5580 3.9382 -1.7551  -0.176
H: 2.7850 -4.7319 6.5191  0.492
H: -1.1403 6.9927 -3.4798  0.343
C: 3.6325 -0.6821 6.3391  0.215
H: -2.1102 8.6604 -1.9893  0.380
C: 1.1648 -0.1515 -0.1174  -0.826
C: 2.9988 -2.9530 5.3586  0.476
H: -4.1034 0.1819 -3.0175  0.650
C: -0.8041 -6.7565 -2.8544  0.498
H: -5.0653 -0.6880 -1.0400  0.447
H: -2.4816 0.2449 -2.3496  0.408
C: -3.8319 1.8606 -1.7176  1.126
H: 1.4059 0.5991 0.6411  0.784
H: -2.9458 8.2218 0.1769  0.404
C: 1.8605 3.4500 -1.7014  -0.738
N: -2.5142 3.9520 -2.0279  -0.622
H: 3.2669 -3.7472 -1.1095  0.472
C: -3.1809 -6.8523 -3.5564  -0.678
H: -5.2413 -6.8587 -4.1317  0.397
C: -2.4637 7.3582 -0.2816  -0.627
C: -3.9775 -0.6218 -1.0473  -1.504
H: 0.1740 5.7658 -1.7405  0.149
H: -2.5657 6.2585 -2.7258  0.440
C: -1.6412 6.7064 0.7475  -0.266
C: 2.7436 -4.3080 5.5255  -0.682
H: 2.2496 -6.1513 4.5586  0.403
C: 3.2538 -0.9440 3.8704  0.423
C: 1.5775 -6.4742 -2.1926  -0.768
H: 1.3929 3.5979 -2.6752  0.406
H: 0.7695 -1.0109 0.4292  0.306
C: 0.3169 -5.9110 -2.3472  0.476
H: -3.5509 -1.6067 -1.2203  0.147
H: -0.6530 8.0663 -1.2020  0.453
H: -3.0065 -7.8852 -3.8232  0.498
C: 2.6328 -5.6972 -1.7429  -0.713
H: -3.6951 -0.2896 -0.0459  0.615
O: -1.3996 -2.7661 -1.8463  -0.581
H: -0.3273 -0.5216 -1.6005  -0.031
H: -1.9598 0.4828 -0.3002  0.097
C: 2.6442 -3.1822 2.9859  -0.547
H: -4.2567 2.6935 -3.6698  0.420
H: 3.6144 -6.1373 -1.6292  0.423
C: -2.1331 -6.1027 -3.0387  0.389
H: 2.6100 -2.7321 2.0033  0.731
C: 0.1154 -4.5671 -2.0365  -0.297
H: 0.9029 2.5987 0.0484  0.286
C: 0.0735 0.3417 -1.0670  0.099
H: 4.5609 3.0288 5.8378  0.408
H: 3.9550 1.6276 3.8849  0.494
H: 0.9948 -2.7508 -1.3721  0.019
C: 3.6215 -0.1258 5.0581  0.193
C: 2.9569 -2.3879 4.0829  0.158
H: -5.6131 -4.4996 -3.4966  0.426
H: 0.8149 4.3419 0.0052  0.630
H: -4.3281 1.8883 -0.7423  0.425
N: 2.3630 -0.5273 -0.8788  -0.495
C: -1.0647 1.0870 -0.3682  -1.145
H: 2.3596 2.4837 -1.7352  0.549
C: -1.2265 -3.9291 -2.1641  0.245
C: 1.1762 -3.7940 -1.5896  0.642
H: -5.1881 3.4523 -2.3713  0.332
C: 4.2910 1.4381 7.2528  -0.494
O: 3.1970 -0.4560 2.7578  -0.679
C: 3.9560 1.2116 4.8826  -0.488
C: 4.2929 1.9899 5.9764  -0.538

(3)
The following is a quantum chemistry calculation of a gas-phase ion, C4H2NO3 (charge -1), from the OMol25 dataset.

Energy above the lowest of the compared OMol25 structures with the same formula, charge and spin: 254.2 kJ/mol
Gap between HOMO and LUMO: 0.27039 Eh
Multiplicity: 1
Charge: -1
Electronic energy: -11811.588 eV

Last column: Mulliken charge in e.
CARTESIAN COORDINATES (ANGSTROEM)
O: -3.7026 -0.5838 -1.5603  -0.572
N: -1.9070 0.8121 -1.9549  -0.409
O: 0.2449 1.6750 -1.9807  -0.459
C: -0.6116 -0.3109 0.0105  -0.467
C: -2.5933 -0.2115 -1.2990  0.435
H: -0.4637 0.6762 0.5165  0.440
O: -1.9578 -0.7583 -0.2569  -0.347
H: 1.4282 -0.7038 0.0170  0.085
C: 0.3839 -1.1556 -0.2083  -0.373
C: -0.7093 1.0387 -1.7399  0.666

(4)
The following is a quantum chemistry calculation of C6H6ClF3N2 in the gas phase, from the OMol25 dataset.

Energy above the lowest of the compared OMol25 structures with the same formula, charge and spin: 50.8 kJ/mol
Gap between HOMO and LUMO: 0.35640 Eh
Multiplicity: 1
Electronic energy: -29972.363 eV

Last column: Mulliken charge in e.
CARTESIAN COORDINATES (ANGSTROEM)
H: -1.0275 2.3703 0.6196  0.260
F: 1.9542 1.5274 1.0821  -0.295
C: -1.1330 -1.8754 0.1336  0.255
H: -2.1457 -0.3029 1.2878  0.423
C: 0.7049 -1.3936 -1.2144  -0.091
C: 0.8644 0.7366 1.2558  0.811
N: -0.0664 -2.2218 -0.6665  -0.486
H: -0.3590 2.5159 -0.9144  0.233
H: 0.1237 0.4392 -2.0885  0.354
Cl: -2.1666 -3.2551 0.4532  -0.193
F: 1.3278 -0.4662 1.5989  -0.259
H: 1.6986 0.4843 -1.2698  0.347
C: 0.6687 0.1168 -1.1934  -0.743
C: -0.0017 0.7267 0.0102  0.311
N: -0.7499 1.8849 -0.2248  -0.573
F: 0.2194 1.2359 2.3184  -0.276
C: -1.3964 -0.7006 0.6448  -0.484
H: 1.4847 -1.8226 -1.8325  0.407

Question: The lowest gap between HOMO and LUMO belongs to which entry?
Answer: C29H40F5N8SSi2W

Question: Which formula does entry 2 have?
Answer: C45H47ClN5O4